A structure of composition C47H47CaF5N2OSSb2Se2. Source: the OMol25 dataset; level of theory: wB97M-V/def2-TZVPD.

The geometry in XYZ format:
```
108
Properties=species:S:1:pos:R:3:forces:R:3
Ca -3.7305 -21.4643 1.5550 -0.77 -0.44 -0.66
O -1.5624 -22.1324 0.6407 0.45 0.37 -0.43
C -1.1532 -23.4736 0.3409 -0.75 1.23 1.12
C -0.6004 -24.1633 1.5780 2.10 1.31 0.14
C -1.0795 -23.5980 2.9503 0.05 -2.01 -0.63
C -2.4063 -24.2139 3.2556 -1.97 -0.36 0.52
C -2.5479 -25.5533 3.7359 -1.03 0.80 -0.35
C -3.8306 -26.0748 3.9924 0.77 -0.37 -0.31
C -4.9302 -25.2602 3.8033 -0.77 -0.62 -0.55
C -4.7507 -23.9868 3.3033 0.72 1.23 0.01
N -3.5271 -23.4537 3.0090 0.36 -1.72 1.02
H -1.0457 -21.5863 0.0048 -0.03 0.30 0.35
H -0.4311 -23.4099 -0.4398 0.66 -0.21 -0.63
H -2.0451 -23.9155 -0.0322 -0.76 -1.07 -0.34
H 0.5159 -24.0623 1.5405 -0.81 0.01 0.08
H -0.8023 -25.1829 1.4002 -0.27 -1.52 0.46
H -1.1345 -22.5550 2.8418 -0.33 1.41 -0.06
H -0.3788 -23.7740 3.7772 -0.03 -0.34 -0.39
H -1.7079 -26.2152 3.8174 0.51 0.06 0.15
H -3.9992 -27.1489 4.2626 0.45 1.15 -0.12
H -5.9373 -25.7021 3.8503 0.45 0.55 0.30
H -5.5834 -23.2735 3.1808 0.36 -0.55 -0.18
C -2.1761 -29.5733 1.0464 1.11 1.18 -0.55
Sb -4.0312 -28.7085 0.5065 -1.95 1.19 0.63
C -5.5210 -29.0945 2.1554 -0.45 -1.25 -0.75
C -4.9633 -30.0911 -1.0228 0.39 -0.20 0.64
C -3.9136 -30.5741 -2.0187 0.01 0.79 0.17
C -3.2133 -31.7415 -1.7176 0.61 -0.37 -2.50
C -2.2504 -32.2242 -2.6829 -0.44 0.72 1.16
C -1.8984 -31.4811 -3.8312 -0.62 -0.94 1.61
C -2.5480 -30.2722 -4.0233 0.78 0.13 -2.34
C -3.5382 -29.8076 -3.1934 -1.35 -0.44 1.28
C -4.2639 -28.5545 -3.5350 1.73 0.72 -0.70
Sb -3.2554 -26.9121 -2.3885 0.46 0.84 -1.11
C -1.2636 -26.7982 -3.3873 -0.33 0.84 0.74
C -3.9256 -25.3248 -3.7027 -0.68 -0.71 -1.28
H -1.5996 -28.8231 1.7237 -1.01 -1.48 -1.27
H -1.6968 -29.6823 0.0332 -0.03 0.24 1.06
H -2.2729 -30.5483 1.4455 0.18 -0.93 0.74
H -5.8191 -30.1579 2.2862 0.41 0.40 -0.13
H -6.4700 -28.5963 1.8784 0.65 0.11 0.01
H -5.2065 -28.7433 3.1272 0.25 0.29 0.13
H -5.8192 -29.5101 -1.4233 0.66 -0.35 0.09
H -5.3655 -30.9115 -0.3825 0.29 0.38 -0.74
H -3.5469 -32.3877 -0.9010 0.37 0.31 -0.11
H -1.7804 -33.1590 -2.3979 0.15 -0.05 -0.47
H -1.2056 -31.8636 -4.5764 -0.02 0.06 0.28
H -2.3107 -29.7598 -5.0187 -0.50 -0.34 1.67
H -5.3144 -28.5711 -3.3196 -0.46 0.11 0.08
H -4.0490 -28.2860 -4.5961 -0.50 -0.19 0.70
H -0.6237 -26.6269 -2.5098 0.04 0.20 -0.34
H -1.2017 -25.8995 -4.0670 -0.11 -1.15 0.66
H -0.8944 -27.7124 -3.8192 -0.08 -0.34 -0.50
H -4.9993 -25.4702 -3.9941 0.94 0.05 0.23
H -3.2634 -25.4554 -4.5891 -0.72 0.10 0.40
H -3.8258 -24.3012 -3.3874 0.16 0.27 0.62
Se 1.2794 -21.3987 -1.3419 0.04 -0.67 0.87
C 0.7976 -19.9137 -2.3664 0.54 0.91 0.92
C 0.0827 -20.0992 -3.5179 -0.79 0.54 -0.27
C -0.1751 -19.0195 -4.3651 -0.77 -2.07 -0.99
C 0.2902 -17.7916 -4.1141 0.65 1.97 0.77
C 0.9739 -17.5824 -2.9147 0.89 1.08 -0.04
C 1.2064 -18.5903 -2.0237 -0.30 -1.32 -0.66
H -0.3891 -21.0609 -3.6267 0.13 -0.22 -0.58
H -0.7008 -19.1892 -5.2936 -0.33 -0.13 -0.06
H 0.0816 -16.9450 -4.7572 0.10 -0.10 -0.17
H 1.4826 -16.6266 -2.7322 -0.61 -0.09 0.04
H 1.7197 -18.4184 -1.0988 0.27 0.02 0.26
C -6.0274 -18.2365 -4.8100 1.30 1.11 1.99
C -5.5124 -17.4569 -3.7316 -0.05 1.21 -1.36
C -5.1109 -18.0498 -2.5653 -0.55 -0.77 0.16
C -5.1512 -19.4683 -2.5127 0.01 0.27 3.09
C -5.7271 -20.2760 -3.4950 0.82 2.43 -0.22
C -6.1556 -19.5999 -4.6297 -0.90 0.12 -0.63
C -4.7336 -19.9643 -1.1164 -0.20 -0.77 -2.11
C -4.9183 -21.1951 -0.6229 0.44 -0.44 1.59
C -5.9178 -22.2211 -0.8859 -0.66 2.79 -1.00
C -7.2196 -21.6828 -1.2369 1.53 0.62 -0.07
C -8.2485 -22.5144 -1.5027 -0.69 -0.62 -0.50
C -8.0137 -23.8908 -1.3588 -2.83 -0.82 -0.69
C -6.8445 -24.4032 -0.8695 -0.52 -0.65 0.25
C -5.7736 -23.5706 -0.6707 1.18 -0.02 0.36
H -6.2335 -17.6980 -5.7139 -0.50 -0.22 -0.43
H -5.4178 -16.3431 -3.8589 -0.26 -1.16 0.13
H -4.9235 -17.4874 -1.6128 0.26 -0.55 -1.25
H -5.8214 -21.3162 -3.3568 -0.12 -0.93 0.05
H -6.7898 -20.0506 -5.3672 0.18 -0.88 -0.49
H -4.1793 -19.2018 -0.5622 0.07 -0.36 -0.14
H -7.2489 -20.5979 -1.4401 -0.25 -0.74 0.50
H -9.2385 -22.1629 -1.8644 0.81 -0.19 0.31
H -8.8913 -24.5429 -1.6542 1.18 0.43 0.75
H -6.8380 -25.4138 -0.4837 0.25 -0.35 -0.49
H -4.7961 -23.9480 -0.3357 -0.41 0.03 -0.03
S -3.4832 -17.4299 3.5550 -0.01 0.98 0.65
C -3.2228 -18.4932 2.4023 0.39 -4.10 -3.15
N -3.0852 -19.3982 1.5890 0.15 4.42 3.01
F -11.9565 -23.5003 3.8416 -0.04 -0.25 -0.24
C -10.7727 -22.9132 3.5720 0.42 -0.51 0.18
C -10.6401 -21.5558 3.8001 0.97 0.55 -0.47
F -11.6233 -20.7303 4.2231 0.03 -0.82 0.03
C -9.4042 -20.9970 3.5199 1.21 0.75 0.36
F -9.1959 -19.6873 3.8043 -1.03 -0.38 -0.07
C -8.2629 -21.6724 3.0433 -1.01 -0.03 1.24
Se -6.7360 -20.6537 2.7643 0.97 -0.14 -0.30
C -8.4400 -23.0536 2.9446 0.00 -0.11 -2.31
F -7.5349 -23.7207 2.1689 -0.10 -0.32 0.82
C -9.6654 -23.6720 3.1037 -1.68 0.75 0.32
F -9.9367 -24.9192 2.6401 0.49 0.36 0.46
```
Forces are in eV/Å.

Calculated values
* energy relative to the best compared isomer or geometry (same formula, charge and spin): 85.5 kcal/mol
* Kohn-Sham gap: 5.024 eV
* charge: -2
* molar mass: 1224.5 Da
* LUMO level: 0.118 Eh
* maximum force: 5.4 eV/Å

Results of the Mulliken charge analysis, in e, for atoms 1 through 6: atom 1 (Ca): 1.88, atom 2 (O): 0.36, atom 3 (C): -0.27, atom 4 (C): -0.60, atom 5 (C): -1.40, atom 6 (C): 0.42

---

A cluster of 2 separate species, C5H9FN3 in total. Source: the OMol25 dataset; level of theory: wB97M-V/def2-TZVPD.

The geometry in XYZ format:
```
18
Properties=species:S:1:pos:R:3:forces:R:3
C -1.8543 0.8640 0.1145 -3.49 2.10 0.31
C -1.8338 -0.4156 0.4725 -0.64 -0.26 0.23
C 0.3518 0.9300 -0.5885 2.83 1.40 -2.18
C -0.7563 1.7824 0.0252 2.58 1.19 -1.45
C 1.5565 -1.2782 -0.1794 2.17 -0.71 -1.06
N 1.1391 1.3451 -1.5053 -3.50 0.79 2.26
N 0.5195 -0.2974 0.0842 -2.50 -3.20 2.21
N -0.6082 -0.9400 0.7312 3.84 0.81 -0.20
F -0.2536 -0.7919 2.5394 -0.29 0.11 -0.91
H -2.8687 1.3006 0.0380 0.57 -0.38 -0.25
H -2.7795 -0.9417 0.6317 0.85 -0.32 0.21
H -0.7892 2.8205 -0.5363 -0.55 -2.40 1.01
H -0.3432 1.9927 1.0288 -0.33 0.03 0.08
H 1.1981 -2.0196 -0.9571 0.54 0.93 0.66
H 2.5513 -0.7681 -0.5453 -2.23 -0.89 0.77
H 1.8143 -1.8635 0.7403 -0.33 0.79 -0.56
H 1.9710 1.0982 -1.9714 0.86 -1.22 -0.01
H -0.4091 -1.9039 1.1422 -0.40 1.25 -1.13
```
Forces are in eV/Å.

Calculated values
* energy relative to the best compared isomer or geometry (same formula, charge and spin): 126.0 kcal/mol
* Kohn-Sham gap (alpha / beta): 7.186 / 7.549 eV
* charge: +1
* molar mass: 130.1 Da
* LUMO level (alpha / beta): -0.266 / -0.253 Eh
* maximum force: 4.6 eV/Å

Results of the Mulliken charge analysis, in e, for atoms 1 through 6: atom 1 (C): -0.25, atom 2 (C): -0.20, atom 3 (C): 0.52, atom 4 (C): -0.36, atom 5 (C): -0.96, atom 6 (N): -0.53

---

A cluster of 2 separate species, C4H8Si in total. Source: the OMol25 dataset; level of theory: wB97M-V/def2-TZVPD.

The geometry in XYZ format:
```
13
Properties=species:S:1:pos:R:3:forces:R:3
C 0.2064 0.7628 0.0747 -1.04 -0.46 -0.23
C -0.4672 -0.4260 0.1273 1.24 0.99 2.61
C 1.2687 1.2477 -0.8318 0.42 -0.13 -0.59
C -0.2482 -1.8319 -0.2883 4.74 1.41 1.85
Si -1.0393 0.7868 1.3681 -3.76 -0.31 -1.02
H 1.9311 2.0705 -0.5109 -0.65 -0.28 0.23
H 0.7442 1.5685 -1.7619 0.72 -0.31 0.38
H 1.9222 0.3682 -0.9942 -0.19 0.49 -0.51
H -0.9461 -2.0036 -0.9311 -4.67 -1.77 -3.84
H -0.1893 -2.6105 0.4650 -0.36 0.35 0.42
H 0.6718 -1.9309 -0.8946 -0.05 0.15 0.31
H -0.8015 0.9291 2.7778 0.50 -0.05 0.68
H -3.0528 1.0694 1.3999 3.12 -0.09 -0.30
```
Forces are in eV/Å.

Calculated values
* energy relative to the best compared isomer or geometry (same formula, charge and spin): 70.8 kcal/mol
* Kohn-Sham gap: 9.672 eV
* charge: 0
* molar mass: 84.2 Da
* LUMO level: 0.028 Eh
* maximum force: 6.3 eV/Å

Results of the Mulliken charge analysis, in e, for atoms 1 through 6: atom 1 (C): 0.09, atom 2 (C): 0.06, atom 3 (C): -0.79, atom 4 (C): -1.01, atom 5 (Si): 0.07, atom 6 (H): 0.30

---

A cluster of 13 separate species, C27H42BrCl37N6O2P in total. Source: the OMol25 dataset; level of theory: wB97M-V/def2-TZVPD.

The geometry in XYZ format:
```
116
Properties=species:S:1:pos:R:3:forces:R:3
C -0.7724 0.9334 5.8987 -0.11 0.21 -0.67
C -0.6692 2.1738 4.9974 -0.28 -0.41 0.40
C -1.5272 1.9866 3.7508 -0.55 0.51 1.76
Br -3.4198 2.1122 4.3334 -0.13 -0.40 -0.12
N -1.3547 2.9538 2.7399 0.56 -0.31 0.04
C -1.2770 2.9227 1.3968 -0.18 -2.11 -1.36
N -1.3883 1.9010 0.5808 -0.35 -0.70 -0.07
C -1.2936 2.1901 -0.8485 -0.45 0.01 -0.57
C -2.5909 2.7605 -1.4061 0.56 -0.54 0.18
N -3.6841 1.8681 -1.0192 -0.32 0.42 -0.18
C -1.6261 0.4889 0.8786 1.18 -0.41 -0.15
C -0.2622 -0.2600 0.8494 -0.63 0.22 0.51
C -0.0544 -1.4121 1.8350 0.70 0.16 -0.84
C 1.4177 -1.8781 1.8478 -0.79 0.19 -0.20
N 2.3900 -0.8973 2.3427 -0.67 0.32 -0.17
C 1.8503 0.0204 3.3413 0.58 -0.30 0.00
C 3.5104 -1.5122 2.9547 1.50 2.97 -1.83
C 4.8245 -0.7946 2.8369 -0.91 0.89 0.44
O 3.4615 -2.4969 3.5614 -0.72 -4.29 2.12
N -1.0830 4.1227 0.9001 -0.04 1.29 -0.99
C -1.0881 4.9292 1.9366 -0.12 1.75 -4.47
P -0.8462 6.7813 1.7516 1.44 1.12 0.80
O -2.3548 7.3170 2.0898 0.19 -0.60 -0.21
Cl -0.5176 7.1177 -0.2402 -0.81 -0.45 0.41
N -1.2655 4.2817 3.0022 -0.36 1.44 4.80
C -1.3510 5.0032 4.2780 0.02 -1.44 0.79
H 0.1950 0.5415 6.1335 0.54 -0.29 0.16
H -1.3527 0.1726 5.3949 -0.06 -0.45 0.01
H -1.2842 1.1679 6.8111 -0.23 0.07 0.47
H -1.0275 2.9836 5.5988 0.00 0.55 0.03
H 0.3476 2.3877 4.7091 0.47 0.00 -0.23
H -1.3496 0.9794 3.4471 -0.08 -0.34 -0.97
H -0.4316 2.7784 -1.0985 0.29 0.48 0.13
H -1.1645 1.2547 -1.3616 0.22 -0.63 0.02
H -2.4431 2.8131 -2.4755 -0.16 0.12 -0.43
H -2.7455 3.7586 -1.0436 -0.12 0.53 0.19
H -4.4166 2.4403 -0.6334 -0.31 -0.03 0.27
H -4.1073 1.4624 -1.8403 0.01 -0.28 -0.20
H -2.1751 0.1117 0.0441 -0.73 -0.01 -0.32
H -2.2612 0.3006 1.7274 -0.04 0.22 0.59
H -0.1901 -0.6670 -0.1466 0.19 -0.03 -0.24
H 0.5145 0.4868 0.9034 0.45 0.18 0.28
H -0.6102 -2.2494 1.4434 -0.33 -0.48 0.01
H -0.4603 -1.2307 2.8194 0.00 0.25 0.42
H 1.4541 -2.8387 2.3492 0.21 -0.07 0.52
H 1.6900 -2.0647 0.8164 0.11 -0.05 0.06
H 1.3315 -0.5500 4.0995 -0.42 0.04 0.49
H 2.6719 0.5329 3.8221 0.24 0.24 0.15
H 1.2267 0.7702 2.8935 -0.49 0.33 -0.22
H 5.6350 -1.4843 2.7688 0.36 -0.49 -0.24
H 4.9521 -0.2737 3.7776 0.22 0.24 0.37
H 4.8098 -0.0484 2.0661 0.18 0.17 -0.45
H -2.8717 6.5923 2.4542 -0.67 0.14 -0.23
H -0.3914 4.9947 4.7683 0.33 0.18 0.14
H -2.0578 4.4922 4.9029 -0.37 -0.08 0.32
H -1.7145 6.0049 4.1683 0.01 0.44 -0.51
C 2.9271 4.5812 -1.0148 0.15 0.23 0.05
Cl 1.3730 4.4420 -0.1742 0.54 -0.22 -0.27
Cl 2.7847 5.6513 -2.4084 -0.21 -0.03 0.14
Cl 4.1707 5.1486 0.0990 -0.05 -0.04 0.02
H 3.2097 3.5998 -1.3704 0.01 -0.04 -0.01
C 0.8000 -4.3851 -1.2281 -0.10 -0.30 -0.16
Cl -0.4357 -5.2684 -0.3359 0.52 -0.03 0.05
Cl 0.8185 -4.9098 -2.9099 0.12 0.01 -0.12
Cl 0.5764 -2.6259 -1.1728 -0.20 -0.53 -0.48
H 1.7593 -4.6218 -0.7880 0.06 0.10 0.00
C 6.6205 5.8085 -3.4196 -0.10 0.04 -0.08
Cl 5.8617 4.2766 -2.9603 0.23 -0.12 -0.01
Cl 6.3358 6.1422 -5.1219 0.15 -0.22 0.25
Cl 6.0246 7.1364 -2.4234 0.08 0.01 0.03
H 7.6852 5.7194 -3.2577 0.03 -0.05 0.04
C 8.5705 -0.2578 1.9161 -0.09 0.02 0.08
Cl 8.4674 -1.5483 3.1143 0.04 -0.01 -0.04
Cl 7.2673 -0.3897 0.7289 0.27 0.01 -0.19
Cl 8.5387 1.3225 2.6982 0.01 0.00 -0.02
H 9.5114 -0.3588 1.3948 0.03 0.00 -0.03
C 3.1059 8.3199 -6.7140 0.01 -0.18 -0.11
Cl 2.5250 7.3575 -5.3462 0.02 0.06 -0.02
Cl 4.8185 8.0307 -7.0033 -0.20 0.31 -0.24
Cl 2.1641 7.9654 -8.1620 -0.03 0.03 0.02
H 2.9749 9.3644 -6.4704 -0.01 0.03 0.03
C -4.3009 -4.4365 -0.3447 -0.01 -0.11 -0.09
Cl -3.8159 -6.1076 -0.0446 -0.18 0.34 -0.30
Cl -5.4766 -3.8729 0.8463 0.14 -0.08 -0.06
Cl -2.8827 -3.3811 -0.4025 -0.45 0.39 0.02
H -4.7650 -4.4077 -1.3204 -0.06 0.07 -0.01
C 0.3511 -7.4295 -5.6075 -0.06 -0.07 -0.19
Cl 1.2669 -8.9184 -5.3660 0.04 0.01 0.07
Cl 1.1322 -6.4028 -6.8094 0.02 0.03 0.04
Cl -1.3102 -7.7860 -6.0748 0.00 0.01 0.04
H 0.3304 -6.8932 -4.6704 -0.01 -0.04 0.06
C -4.3052 1.3902 -5.3127 0.08 0.05 0.14
Cl -4.1144 -0.1344 -4.4386 -0.01 0.01 0.01
Cl -5.5003 2.4189 -4.5185 0.00 -0.02 0.00
Cl -2.7594 2.2242 -5.4559 -0.11 -0.12 0.22
H -4.6627 1.1668 -6.3081 -0.02 -0.03 -0.03
C -6.1638 -4.7857 7.6194 0.00 -0.11 -0.03
Cl -4.4529 -5.2347 7.6831 -0.04 0.17 0.14
Cl -6.7150 -4.6270 5.9520 -0.01 0.08 0.00
Cl -7.1443 -5.9547 8.4949 -0.01 -0.01 0.02
H -6.2747 -3.8252 8.1012 0.02 0.04 0.03
C -4.4423 -8.0634 3.6872 -0.05 -0.13 0.07
Cl -3.1725 -7.4105 2.6463 0.09 -0.15 0.55
Cl -4.4693 -7.2967 5.2747 0.15 -0.06 -0.28
Cl -6.0146 -7.9221 2.9004 -0.02 0.01 -0.02
H -4.2340 -9.1131 3.8382 -0.01 -0.05 -0.05
C -0.8065 4.6912 -8.4101 0.14 -0.11 -0.06
Cl 0.1108 4.8167 -6.9060 -0.04 0.03 0.03
Cl 0.2837 4.5625 -9.7881 -0.02 0.04 0.00
Cl -1.9095 3.3154 -8.3524 0.06 0.13 -0.25
H -1.3941 5.5907 -8.5254 -0.02 0.04 0.01
C 1.6769 -12.8692 -5.9867 -0.01 -0.14 -0.02
Cl 3.2983 -13.5189 -5.7419 0.00 0.03 0.01
Cl 1.0702 -13.2851 -7.5884 0.00 0.03 0.00
Cl 0.5769 -13.4407 -4.7316 0.00 0.03 0.01
H 1.7326 -11.7929 -5.9180 -0.01 0.06 -0.01
```
Forces are in eV/Å.

Calculated values
* Kohn-Sham gap: 8.247 eV
* charge: +1
* molar mass: 1905.3 Da
* LUMO level: -0.110 Eh
* maximum force: 5.0 eV/Å

Results of the Mulliken charge analysis, in e, for atoms 1 through 6: atom 1 (C): -1.34, atom 2 (C): -0.12, atom 3 (C): -0.51, atom 4 (Br): 0.01, atom 5 (N): 0.89, atom 6 (C): 0.25